{"formula": "C64H76B2F8N10O4", "method": "ωB97M-V with the def2-TZVPD basis set", "species": ["C", "N", "C", "C", "C", "C", "C", "C", "C", "C", "N", "C", "C", "C", "H", "H", "H", "H", "H", "H", "H", "H", "H", "H", "H", "H", "H", "H", "C", "N", "C", "C", "C", "C", "C", "C", "C", "C", "N", "C", "C", "C", "H", "H", "H", "H", "H", "H", "H", "H", "H", "H", "H", "H", "H", "H", "C", "N", "C", "C", "C", "C", "C", "C", "C", "C", "N", "C", "C", "C", "H", "H", "H", "H", "H", "H", "H", "H", "H", "H", "H", "H", "H", "H", "C", "N", "C", "C", "C", "C", "C", "C", "C", "C", "N", "C", "C", "C", "H", "H", "H", "H", "H", "H", "H", "H", "H", "H", "H", "H", "H", "H", "C", "N", "C", "C", "C", "C", "C", "C", "C", "C", "N", "C", "C", "C", "H", "H", "H", "H", "H", "H", "H", "H", "H", "H", "H", "H", "H", "H", "B", "F", "F", "F", "F", "B", "F", "F", "F", "F", "C", "C", "O", "O", "H", "H", "H", "C", "C", "O", "O", "H", "H", "H"], "xyz": [[20.677, 15.103, 7.912], [20.798, 16.317, 7.232], [21.485, 16.307, 6.070], [21.643, 17.442, 5.369], [21.094, 18.608, 5.827], [20.271, 18.633, 6.945], [20.182, 17.457, 7.611], [21.643, 19.868, 5.286], [21.914, 20.901, 6.175], [22.542, 22.014, 5.680], [22.908, 22.167, 4.418], [22.796, 21.113, 3.592], [22.151, 19.974, 4.033], [23.367, 23.511, 3.881], [19.686, 15.111, 8.372], [21.502, 14.968, 8.586], [20.597, 14.302, 7.165], [21.972, 15.361, 5.799], [22.419, 17.416, 4.560], [19.818, 19.479, 7.358], [19.664, 17.415, 8.596], [21.668, 20.927, 7.210], [22.734, 22.912, 6.319], [23.236, 21.233, 2.587], [22.081, 19.119, 3.391], [22.578, 24.244, 3.868], [23.833, 23.345, 2.928], [24.152, 23.830, 4.548], [15.331, 16.075, 23.992], [15.775, 17.218, 23.257], [15.690, 17.288, 21.916], [15.999, 18.431, 21.173], [16.373, 19.586, 21.866], [16.311, 19.537, 23.259], [16.070, 18.333, 23.865], [17.018, 20.711, 21.081], [16.897, 22.005, 21.640], [17.576, 23.049, 21.072], [18.179, 22.836, 19.903], [18.309, 21.615, 19.355], [17.811, 20.485, 19.976], [18.629, 24.018, 19.182], [14.305, 15.967, 23.729], [15.474, 16.286, 25.058], [16.023, 15.296, 23.703], [15.311, 16.416, 21.471], [15.990, 18.372, 20.096], [16.454, 20.349, 24.018], [15.980, 18.436, 24.937], [16.457, 22.325, 22.594], [17.615, 24.054, 21.526], [18.932, 21.438, 18.481], [18.006, 19.520, 19.529], [19.425, 24.513, 19.719], [17.823, 24.695, 19.028], [19.059, 23.649, 18.231], [28.389, 9.868, 27.671], [27.393, 10.994, 27.661], [26.052, 10.723, 27.849], [25.058, 11.617, 27.762], [25.401, 12.949, 27.443], [26.738, 13.275, 27.508], [27.762, 12.326, 27.571], [24.359, 14.006, 27.100], [24.048, 15.052, 27.922], [23.181, 16.042, 27.483], [22.625, 15.948, 26.288], [22.924, 14.950, 25.450], [23.758, 13.921, 25.810], [21.837, 17.091, 25.782], [28.069, 9.138, 26.918], [28.342, 9.359, 28.620], [29.368, 10.218, 27.462], [25.894, 9.645, 27.903], [23.991, 11.252, 27.822], [27.047, 14.289, 27.273], [28.839, 12.522, 27.638], [24.486, 15.182, 28.940], [22.891, 16.963, 28.048], [22.381, 14.898, 24.510], [23.993, 13.108, 25.140], [20.805, 16.806, 25.614], [22.251, 17.375, 24.785], [21.855, 17.915, 26.490], [15.571, 9.366, 20.695], [14.468, 9.001, 19.716], [13.347, 9.944, 19.520], [12.243, 9.227, 18.882], [12.404, 8.068, 18.253], [13.646, 7.395, 18.249], [14.644, 7.891, 18.995], [11.244, 7.466, 17.426], [10.992, 8.119, 16.222], [10.032, 7.632, 15.359], [9.199, 6.641, 15.674], [9.503, 5.943, 16.802], [10.435, 6.385, 17.739], [8.011, 6.316, 14.867], [16.311, 9.993, 20.310], [16.079, 8.438, 20.688], [14.958, 9.496, 21.571], [12.969, 10.199, 20.493], [11.279, 9.644, 18.916], [13.623, 6.410, 17.808], [15.560, 7.319, 19.208], [11.582, 9.044, 15.998], [9.788, 8.071, 14.438], [8.792, 5.187, 17.143], [10.519, 5.668, 18.582], [7.637, 5.348, 15.089], [8.340, 6.278, 13.796], [7.131, 6.956, 15.158], [26.932, 15.259, 10.494], [26.388, 16.251, 11.469], [25.788, 15.783, 12.598], [25.087, 16.677, 13.375], [25.051, 18.015, 13.021], [25.699, 18.418, 11.886], [26.415, 17.506, 11.091], [24.213, 18.936, 13.889], [24.762, 20.136, 14.294], [23.984, 21.045, 14.986], [22.687, 20.805, 15.170], [22.189, 19.530, 15.000], [22.933, 18.598, 14.275], [21.917, 21.901, 15.769], [27.728, 15.685, 9.938], [26.128, 15.089, 9.749], [27.202, 14.345, 10.959], [25.822, 14.702, 12.713], [24.571, 16.306, 14.260], [25.646, 19.421, 11.617], [26.826, 17.753, 10.151], [25.787, 20.335, 13.999], [24.323, 22.014, 15.240], [21.172, 19.378, 15.261], [22.388, 17.776, 13.932], [21.885, 21.868, 16.863], [20.798, 21.793, 15.554], [22.218, 22.917, 15.471], [22.463, 17.784, 10.302], [22.617, 18.127, 8.923], [21.193, 17.316, 10.542], [23.441, 16.816, 10.588], [22.681, 18.921, 11.120], [18.928, 16.316, 23.125], [17.964, 15.253, 23.259], [20.176, 15.733, 23.344], [18.825, 16.843, 21.842], [18.601, 17.309, 24.013], [13.887, 13.301, 18.723], [13.592, 12.173, 19.608], [13.627, 10.931, 18.783], [13.340, 12.174, 20.767], [14.231, 12.964, 17.761], [14.742, 13.930, 19.036], [13.010, 13.939, 18.674], [20.761, 18.351, 19.076], [20.988, 19.411, 17.931], [22.110, 19.373, 17.425], [20.022, 20.164, 17.613], [19.850, 17.790, 18.783], [20.669, 18.802, 20.105], [21.627, 17.730, 19.119]], "total_charge": 6, "mol_weight_g_mol": 1223.0, "gap_ev": 4.1, "e_homo_ev": -14.52}